No. 1
Entry from the OMol25 dataset: C38H66BN4OP2S3Y as an isolated structure at a distorted geometry (wB97M-V/def2-TZVPD).

XYZ file:
```
116
Properties=species:S:1:pos:R:3:mulliken_charge:R:1
Y -0.05497 -0.46551 -0.55436 0.78
C -3.50553 0.80839 -3.12119 -2.01
C -2.57792 1.94839 -3.56975 1.96
C -2.06322 1.60818 -4.97415 -1.99
C -3.36090 3.25854 -3.58672 -1.79
P -1.11856 1.88855 -2.37854 1.17
C -1.90058 2.71642 -0.88529 -1.40
N -1.12566 2.53782 0.32271 0.14
B -0.36799 1.39348 0.74476 1.75
N 0.38575 1.84028 1.87835 -0.02
C 1.41838 1.19221 2.66601 -1.62
P 2.34250 -0.13356 1.71022 0.96
C 4.12890 0.41303 2.03992 1.98
C 4.26750 1.78405 1.35170 -1.61
C 4.51535 0.56950 3.51062 -1.79
C 5.04208 -0.59910 1.33542 -1.70
C 1.99182 -1.76062 2.63324 2.31
C 1.94328 -2.82705 1.52373 -1.99
C 3.01048 -2.20662 3.68456 -2.22
C 0.63187 -1.69405 3.35340 -1.58
C 0.02921 3.16113 2.16905 0.84
C 0.45023 4.01117 3.18300 -0.68
C -0.09312 5.28580 3.23242 -0.95
C -1.03802 5.70303 2.29781 -0.89
C -1.45334 4.86438 1.27501 -0.93
C -0.90717 3.58956 1.21413 0.21
C 0.24749 3.10139 -2.88500 2.01
C 1.08723 2.38867 -3.95636 -1.81
C 1.13332 3.31748 -1.64931 -2.16
C -0.22551 4.45644 -3.39845 -1.91
H -4.34337 0.73359 -3.81741 0.66
H -3.92300 0.97708 -2.12649 0.33
H -2.97253 -0.14533 -3.13023 0.16
H -2.90535 1.35200 -5.62013 0.55
H -1.38430 0.75106 -4.95101 0.33
H -1.54778 2.45249 -5.43065 0.35
H -4.19595 3.14837 -4.28228 0.53
H -2.76295 4.09770 -3.93009 0.32
H -3.78005 3.50218 -2.61013 0.30
H -2.90480 2.30117 -0.76613 0.43
H -2.00638 3.78207 -1.09190 0.18
H 1.01536 0.80441 3.60183 0.39
H 2.14957 1.95752 2.92440 0.60
H 3.86347 2.58929 1.96559 0.37
H 3.77572 1.82499 0.37833 0.10
H 5.32628 2.00137 1.19964 0.60
H 3.72821 1.04471 4.09837 0.22
H 5.39913 1.20768 3.57207 0.53
H 4.76675 -0.38033 3.97314 0.44
H 4.72553 -0.76595 0.30389 0.15
H 5.05058 -1.56126 1.84496 0.23
H 6.06875 -0.22865 1.31872 0.54
H 2.86501 -2.81886 0.93933 0.47
H 1.09514 -2.66589 0.83627 0.19
H 1.83643 -3.81959 1.96263 0.62
H 3.98901 -2.41753 3.25880 0.37
H 2.64012 -3.13061 4.13121 0.58
H 3.10610 -1.47382 4.48307 0.39
H -0.13469 -1.21048 2.71744 0.48
H 0.73460 -1.11045 4.26787 0.43
H -0.14388 -3.45435 3.03670 0.22
H 1.16946 3.69985 3.92919 0.53
H 0.21531 5.96522 4.01517 0.43
H -1.46163 6.69479 2.37772 0.43
H -2.19468 5.20475 0.56361 0.49
H 1.35832 1.38083 -3.62975 0.18
H 2.00464 2.95273 -4.14142 0.51
H 0.55835 2.30759 -4.90436 0.35
H 1.43199 2.36721 -1.19337 0.41
H 0.63709 3.92408 -0.89337 0.22
H 2.03857 3.84965 -1.95164 0.83
H -0.69693 4.38101 -4.37723 0.40
H 0.64132 5.11248 -3.50554 0.48
H -0.91452 4.94294 -2.70669 0.32
C 3.61416 0.40762 -1.86286 -0.33
C 2.91658 -0.62108 -2.67827 -0.07
N 1.71342 -1.08381 -2.43247 0.55
C 1.30265 -1.97375 -3.41136 -0.14
C 2.22513 -2.19008 -4.38534 -0.72
S 3.62976 -1.26531 -4.09915 -0.19
C -0.04372 -2.54080 -3.39154 -0.15
C -0.53176 -3.42336 -4.30332 -0.77
S -2.18199 -3.73825 -4.00517 -0.19
C -2.14651 -2.66676 -2.66148 0.24
N -0.96693 -2.13449 -2.44540 0.59
C -3.38724 -2.37740 -1.88686 -1.17
H 3.07841 0.54959 -0.92731 -0.98
H 3.65405 1.35670 -2.40134 0.43
H 4.63991 0.11014 -1.64791 0.79
H 2.14816 -2.81774 -5.25743 0.48
H -0.01792 -3.88247 -5.13119 0.47
H -4.22549 -2.20288 -2.56155 0.61
H -3.24659 -1.50442 -1.25488 -0.03
H -3.65103 -3.22567 -1.25731 0.33
C -3.15471 -1.69060 4.40881 -1.06
C -3.96023 -2.33698 3.28767 -0.44
C -3.52133 -1.90018 1.89412 -0.80
S -2.06327 -2.77629 1.21140 0.50
O 0.21138 -2.96106 3.78662 -0.64
C -2.73394 -4.46985 0.98312 -1.35
C -2.04083 -5.49300 1.87529 -0.55
C -0.67142 -5.88650 1.32768 -1.18
H -3.57524 -1.95660 5.37762 0.42
H -3.17736 -0.60184 4.32309 0.32
H -2.12033 -2.02578 4.38732 0.15
H -5.01420 -2.06989 3.39233 0.45
H -3.90284 -3.42465 3.37679 0.16
H -3.23767 -0.84504 1.88706 0.20
H -4.32017 -2.04992 1.16617 0.50
H -2.59291 -4.73817 -0.06483 0.56
H -3.79986 -4.40039 1.19579 0.63
H -2.67925 -6.37698 1.93479 0.51
H -1.94124 -5.09615 2.88797 0.26
H -0.77445 -6.42438 0.38419 0.44
H -0.14653 -6.53091 2.03087 0.37
H -0.05758 -4.99973 1.14128 0.09
```

Values from the calculation:
**Total charge**: +2
**Orbital gap**: 7.024 eV
**Energy**: -101278.7681 eV
**LUMO**: -5.25 eV
**Strongest force on any atom**: 3.532 eV/Å



No. 2
Entry from the OMol25 dataset: a 4-piece molecular cluster, C8H20O3 overall at a distorted geometry (wB97M-V/def2-TZVPD).

XYZ file:
```
31
Properties=species:S:1:pos:R:3:mulliken_charge:R:1
C 2.98482 1.28993 2.35235 -1.20
C 1.77021 0.91452 1.58499 0.02
C 1.27207 1.55727 0.54002 -0.54
C 0.04521 1.10752 -0.14127 -0.14
C -0.33832 1.51015 -1.34197 -0.42
C -1.65372 1.03863 -1.91689 -0.48
C -1.50460 0.58234 -3.39203 -0.47
C -0.47494 -0.50067 -3.57988 -1.13
H 3.68726 0.47212 2.55679 0.28
H 2.80509 1.71763 3.34432 0.27
H 3.60464 2.00879 1.83482 0.34
H 1.31725 -0.00745 1.91123 0.46
H 1.79072 2.39817 0.08299 0.29
H -0.37141 0.25373 0.38731 0.27
H 0.18529 2.27050 -1.91144 0.37
H -2.29648 1.91053 -1.97489 0.28
H -2.05315 0.24803 -1.29104 0.29
H -1.20708 1.50368 -3.90094 0.26
H -2.47667 0.38350 -3.85236 0.36
H 0.48826 -0.08148 -3.26601 0.30
H -0.60667 -1.41516 -3.01378 0.30
H -0.26440 -0.79918 -4.59824 0.36
O 2.10359 -2.47851 2.16955 -0.61
H 2.65833 -1.69497 2.03448 0.27
H 2.24268 -2.52754 3.12769 0.33
O -1.18273 -2.78053 2.59273 -0.60
H -0.87214 -2.71983 3.49666 0.29
H -0.75302 -3.56172 2.24232 0.31
O -3.89552 -0.90719 1.09628 -0.64
H -3.30223 -1.61720 1.30504 0.31
H -3.70234 -0.07562 1.52116 0.30
```

Values from the calculation:
**Total charge**: 0
**Orbital gap**: 8.751 eV
**Energy**: -14761.5258 eV
**Structure (SMILES)**: C/C=C/C=C/CCC.O.O.O
**LUMO**: 0.41 eV
**Strongest force on any atom**: 1.887 eV/Å
**Energy above the lowest of the compared OMol25 structures with the same formula, charge and spin**: 0.00 kJ/mol



No. 3
Entry from the OMol25 dataset: C22H28ClCrF5N2O2 as an isolated structure at a distorted geometry (wB97M-V/def2-TZVPD).

XYZ file:
```
61
Properties=species:S:1:pos:R:3:mulliken_charge:R:1
Cr -0.17580 -0.13809 0.36574 -0.80
Cl -0.80320 0.70717 -1.89168 -0.59
N -0.32962 -2.06280 -0.43983 0.89
N -0.59584 1.85730 1.04444 0.71
C 0.74587 -2.84946 -0.50073 0.73
C 0.39378 2.65598 1.13503 0.72
C -1.44703 -2.79890 -1.11092 1.13
C -0.95247 -4.23312 -1.01698 -0.86
C -1.53997 -2.39207 -2.56734 -1.39
C -2.74336 -2.50271 -0.39106 -1.60
H -0.61636 -2.65517 -3.09491 0.33
H -1.68464 -1.30797 -2.64517 0.11
H -2.37777 -2.91865 -3.02652 0.49
H -2.66331 -2.77905 0.66352 0.34
H -3.54359 -3.08131 -0.85509 0.48
H -2.99322 -1.43605 -0.47780 0.00
C -1.86824 2.64058 1.14653 1.30
C -1.34883 4.05931 1.25174 -0.83
C -2.64606 2.22180 2.37922 -1.68
C -2.74437 2.44016 -0.07485 -1.78
H -2.16499 2.57877 -0.99301 0.45
H -3.57069 3.15369 -0.04411 0.44
H -3.16728 1.42523 -0.10133 0.11
H -2.04340 2.38495 3.27687 0.42
H -2.91414 1.16251 2.32750 0.11
H -3.55815 2.81725 2.44622 0.52
O 0.11854 3.94223 1.29355 -0.46
H -1.66403 4.59040 2.15387 0.31
H -1.58486 4.68545 0.39041 0.35
O 0.51322 -4.10139 -0.84661 -0.47
H -1.12222 -4.84775 -1.89930 0.31
H -1.35972 -4.75461 -0.14425 0.37
C 2.12114 -2.37879 -0.16596 -1.69
C 1.86156 2.23554 1.13829 -1.66
C 2.08908 1.32085 -0.02472 0.58
H 1.97464 1.61279 2.01847 0.20
H 2.48209 3.12060 1.16417 0.39
C 1.58815 0.03308 0.03252 0.99
C 2.24290 -0.97828 -0.66267 0.19
H -0.25739 -0.67468 1.83670 0.55
C 2.81339 -0.61697 -1.90029 1.43
C 3.00720 0.74579 -2.18218 -1.64
C 3.16074 -1.69853 -2.89473 -1.81
C 2.66292 1.72816 -1.23864 1.32
H 3.43700 1.04669 -3.17143 0.05
C 2.86831 3.19431 -1.50590 -1.94
H 3.29348 3.36232 -2.48859 0.40
H 3.53350 3.63008 -0.77509 0.33
H 1.94472 3.75560 -1.46031 0.27
H 3.81939 -2.43125 -2.46000 0.33
H 3.64745 -1.27528 -3.76726 0.43
H 2.28840 -2.22907 -3.24994 0.23
H 2.84987 -3.09216 -0.56704 0.33
H 2.16730 -2.31683 0.91438 0.25
F -0.70902 -2.52030 2.39168 -0.28
C -0.87191 -1.14375 2.58025 0.13
F -2.19249 -0.85741 2.78194 -0.25
C -0.04077 -0.65222 3.74507 0.45
F -0.30579 -1.27386 4.86909 -0.29
F 1.27692 -0.80443 3.40626 -0.22
F -0.30104 0.69436 3.88276 -0.21
```

Values from the calculation:
**Total charge**: -1
**Orbital gap (spin up / spin down)**: 4.914 / 3.513 eV
**⟨S²⟩**: 3.958
**Energy**: -84873.8278 eV
**LUMO (spin up / spin down)**: 2.81 / 2.82 eV
**Multiplicity**: 4
**Strongest force on any atom**: 4.480 eV/Å
**Energy above the lowest of the compared OMol25 structures with the same formula, charge and spin**: 267.04 kJ/mol



No. 4
Entry from the OMol25 dataset: one molecule with the formula C5H12N2O at a distorted geometry (wB97M-V/def2-TZVPD).

XYZ file:
```
20
Properties=species:S:1:pos:R:3:mulliken_charge:R:1
C 0.72936 1.68690 -1.23924 -1.23
C -0.49866 1.09426 -0.57518 0.03
N -1.10790 2.21949 0.16307 -0.71
C -0.11824 0.01166 0.49199 0.56
O 0.01229 0.31199 1.65960 -0.63
N 0.36997 -1.20113 0.03592 0.14
C 0.70286 -2.17143 1.01907 -1.08
C -0.11318 -1.76973 -1.22767 -1.01
H 0.40142 2.40873 -1.97841 0.36
H 1.44310 2.17633 -0.57167 0.34
H 1.33994 0.87399 -1.65007 0.31
H -1.29425 0.79685 -1.25254 0.35
H -0.47364 2.52404 0.87832 0.24
H -2.02731 2.11111 0.55122 0.22
H 1.46133 -1.83594 1.73682 0.33
H -0.08382 -2.47096 1.73502 0.35
H 1.10219 -3.14045 0.70900 0.42
H -0.71641 -1.07187 -1.80124 0.30
H -0.51387 -2.76119 -1.06366 0.42
H 0.74627 -1.89549 -1.91058 0.28
```

Values from the calculation:
**Total charge**: 0
**Orbital gap**: 9.917 eV
**Energy**: -10406.8981 eV
**Structure (SMILES)**: C[C@H](N)C(=O)N(C)C
**LUMO**: 0.84 eV
**Strongest force on any atom**: 3.051 eV/Å
**Energy above the lowest of the compared OMol25 structures with the same formula, charge and spin**: 147.22 kJ/mol